C25H36CaF4N3O2 | ωB97M-V/def2-TZVPD

Geometry as XYZ:
```
71
Properties=species:S:1:pos:R:3:lowdin_charge:R:1
Ca 0.56 -0.16 -0.73 1.408
C -3.21 0.11 -2.46 -0.087
C -3.24 0.88 -1.16 -0.263
N -1.96 1.50 -0.84 -0.187
C -1.46 2.43 -1.87 -0.241
C -2.44 3.51 -2.34 -0.082
C -2.06 2.16 0.48 -0.182
C -0.82 1.96 1.34 -0.228
N -0.49 0.56 1.39 -0.080
C -0.74 -0.19 2.46 -0.223
C -0.70 -1.60 2.26 -0.155
F -0.50 -2.02 0.98 0.024
C -0.90 -2.54 3.23 -0.239
F -0.86 -3.85 2.91 0.065
C -1.17 -2.17 4.54 0.018
C -1.23 -0.81 4.78 -0.243
F -1.48 -0.39 6.04 0.060
C -1.03 0.15 3.81 -0.142
F -1.08 1.45 4.21 0.043
H -4.13 -0.46 -2.59 0.083
H -3.09 0.75 -3.33 0.069
H -2.38 -0.59 -2.43 0.032
H -4.05 1.62 -1.17 0.113
H -3.47 0.19 -0.34 0.115
H -0.55 2.89 -1.49 0.100
H -1.14 1.83 -2.73 0.104
H -2.82 4.10 -1.51 0.064
H -1.93 4.19 -3.02 0.075
H -3.30 3.09 -2.88 0.060
H -2.27 3.23 0.36 0.113
H -2.92 1.73 1.00 0.116
H 0.00 2.52 0.88 0.093
H -1.00 2.43 2.30 0.106
H -1.33 -2.90 5.32 0.116
C -0.24 -2.46 -2.16 -0.304
C 0.10 -1.54 -3.18 -0.295
C 1.49 -1.29 -3.09 -0.308
C 2.01 -2.08 -2.04 -0.315
C 0.95 -2.82 -1.48 -0.317
C 1.10 -3.89 -0.44 -0.060
C 3.46 -2.18 -1.68 -0.061
C 2.31 -0.39 -3.97 -0.048
C -0.73 -1.12 -4.36 -0.070
C -1.58 -3.09 -1.92 -0.062
H 1.42 -3.53 0.54 0.061
H 1.83 -4.64 -0.76 0.075
H 0.15 -4.41 -0.28 0.067
H 3.93 -1.20 -1.57 0.057
H 4.04 -2.73 -2.43 0.076
H 3.60 -2.72 -0.73 0.063
H 2.54 0.57 -3.50 0.063
H 1.78 -0.16 -4.91 0.064
H 3.26 -0.86 -4.24 0.069
H -0.69 -0.04 -4.55 0.068
H -1.79 -1.38 -4.25 0.048
H -0.39 -1.61 -5.27 0.078
H -1.54 -4.18 -2.02 0.073
H -2.33 -2.74 -2.63 0.053
H -1.97 -2.89 -0.92 0.068
N 2.58 -0.23 0.91 -0.033
C 3.61 0.79 0.67 -0.267
C 3.06 2.21 0.69 -0.113
C 2.18 2.63 -0.50 -0.710
O 1.91 3.83 -0.63 -0.008
O 1.76 1.68 -1.23 -0.212
H 2.13 -0.08 1.81 0.075
H 3.02 -1.15 0.95 0.069
H 4.04 0.59 -0.31 0.099
H 4.41 0.73 1.41 0.105
H 3.90 2.91 0.76 0.111
H 2.48 2.38 1.60 0.115
```

As for the relative energy (zero: lowest compared OMol25 entry of this formula, charge and spin): 6.7 kcal/mol. The maximum force is 0.45 eV Å⁻¹. The net charge is -1. The value obtained for the HOMO-LUMO gap is 7.01 eV.